Entry 1:
DFT (ωB97M-V/def2-TZVPD) results for 14 unconnected molecules or ions with the total composition H28O14.

Each atom is followed by the atoms it is bonded to, with distances in Å.
CARTESIAN COORDINATES (ANGSTROEM)
1 H -1.281 -0.455 -0.162  O29 0.964
2 H 0.102 -1.075 -0.279  O29 0.964
3 H 2.684 -0.894 -2.751  O30 0.964
4 H 2.799 -1.413 -1.327  O30 0.964
5 H -1.551 -1.615 -4.072  O31 0.964
6 H -2.856 -1.710 -3.298  O31 0.964
7 H -1.668 3.430 1.875  O32 0.964
8 H -0.968 2.227 1.266  O32 0.964
9 H 0.288 3.600 -0.228  O33 0.964
10 H -0.381 4.081 -1.505  O33 0.964
11 H -0.488 -2.539 1.031  O34 0.964
12 H 0.160 -1.263 1.542  O34 0.964
13 H 3.440 -0.696 3.930  O35 0.964
14 H 2.874 0.380 3.017  O35 0.964
15 H -1.349 0.118 3.991  O36 0.964
16 H -2.395 0.791 3.118  O36 0.964
17 H 1.795 0.319 1.797  O37 0.964
18 H 1.818 0.343 0.277  O37 0.964
19 H 4.063 0.337 -0.930  O38 0.964
20 H 4.884 -0.840 -0.430  O38 0.964
21 H 0.059 2.104 -0.987  O39 0.964
22 H 0.584 0.747 -1.426  O39 0.964
23 H 0.111 -5.181 -1.602  O40 0.964
24 H 0.494 -5.630 -0.201  O40 0.964
25 H -4.471 -1.286 -0.405  O41 0.964
26 H -4.239 -0.707 0.981  O41 0.964
27 H -2.563 2.889 -0.556  O42 0.964
28 H -2.439 4.008 -1.576  O42 0.964
29 O -0.391 -0.272 -0.483  H1 0.964, H2 0.964
30 O 2.159 -1.266 -2.033  H3 0.964, H4 0.964
31 O -2.280 -2.216 -3.882  H5 0.964, H6 0.964
32 O -0.791 3.077 1.684  H7 0.964, H8 0.964
33 O 0.410 4.204 -0.969  H9 0.964, H10 0.964
34 O 0.371 -2.126 1.167  H11 0.964, H12 0.964
35 O 2.839 -0.568 3.188  H13 0.964, H14 0.964
36 O -2.287 0.336 3.961  H15 0.964, H16 0.964
37 O 1.262 0.563 1.033  H17 0.964, H18 0.964
38 O 4.612 -0.393 -1.239  H19 0.964, H20 0.964
39 O 0.304 1.602 -1.772  H21 0.964, H22 0.964
40 O 0.226 -4.852 -0.703  H23 0.964, H24 0.964
41 O -3.842 -1.292 0.326  H25 0.964, H26 0.964
42 O -2.100 3.131 -1.365  H27 0.964, H28 0.964

Its energy relative to the best compared isomer or geometry (same formula, charge and spin) is 91.5 kcal per mole. The gap between HOMO and LUMO comes out at 8.96 eV. The value obtained for the largest force on an atom is 1.9 eV/A. Its lowest unoccupied orbital energy is -0.39 eV.

Entry 2:
DFT (ωB97M-V/def2-TZVPD) results for C5H13N in the gas phase.

Each atom is followed by the atoms it is bonded to, with distances in Å.
CARTESIAN COORDINATES (ANGSTROEM)
1 C 0.996 1.013 1.392  N2 1.468, H7 1.084, H8 1.096, H9 1.083
2 N -0.179 0.532 0.654  C1 1.468, C3 1.447, C5 1.463
3 C -1.003 -0.394 1.401  N2 1.447, H10 1.102, H11 1.109, H12 1.081
4 C 1.156 -0.863 -1.008  C5 1.516, H13 1.094, H14 1.089, H15 1.089
5 C 0.113 0.203 -0.741  N2 1.463, C4 1.516, C6 1.561, H16 1.102
6 C -1.182 -0.029 -1.581  C5 1.561, H17 1.091, H18 1.102, H19 1.086
7 H 0.633 1.441 2.319  C1 1.084
8 H 1.614 0.159 1.690  C1 1.096
9 H 1.495 1.669 0.689  C1 1.083
10 H -1.606 0.198 2.107  C3 1.102
11 H -0.372 -1.014 2.071  C3 1.109
12 H -1.719 -0.970 0.831  C3 1.081
13 H 1.313 -0.941 -2.088  C4 1.094
14 H 0.830 -1.793 -0.542  C4 1.089
15 H 2.153 -0.549 -0.702  C4 1.089
16 H 0.377 1.198 -1.135  C5 1.102
17 H -2.018 -0.488 -1.050  C6 1.091
18 H -1.663 0.953 -1.709  C6 1.102
19 H -0.939 -0.326 -2.597  C6 1.086

Its energy relative to the best compared isomer or geometry (same formula, charge and spin) is 30.8 kcal per mole. The gap between HOMO and LUMO comes out at 9.14 eV. Its structure (SMILES) is CC(C)N(C)C. The value obtained for the largest force on an atom is 2.0 eV/A. Its lowest unoccupied orbital energy is 1.11 eV.

Entry 3:
DFT (ωB97M-V/def2-TZVPD) results for C4H6N2O2 in the gas phase.

Each atom is followed by the atoms it is bonded to, with distances in Å.
CARTESIAN COORDINATES (ANGSTROEM)
1 C 0.421 -1.736 -0.065  C2 1.371, O13 1.316, O14 1.264
2 C -0.387 -0.646 -0.253  C1 1.371, C3 1.532, H6 1.126, N11 1.778
3 C -1.043 -0.077 1.010  C2 1.532, H7 1.046, H8 1.162, N11 1.565
4 C -0.261 1.960 -0.385  H9 1.053, N11 1.469, N12 1.413
5 H 1.711 -2.847 0.400  O13 1.088
6 H -0.738 -0.408 -1.296  C2 1.126
7 H -0.730 -0.463 1.931  C3 1.046
8 H -2.091 0.425 0.991  C3 1.162
9 H -1.117 2.275 -0.912  C4 1.053
10 H 1.746 2.571 -0.885  N12 0.997
11 N 0.106 0.872 0.531  C2 1.778, C3 1.565, C4 1.469
12 N 0.766 2.675 -1.039  C4 1.413, H10 0.997
13 O 1.432 -1.861 0.768  C1 1.316, H5 1.088
14 O 0.184 -2.739 -0.797  C1 1.264

Its energy relative to the best compared isomer or geometry (same formula, charge and spin) is 116.2 kcal per mole. The gap between HOMO and LUMO comes out at 9.61 eV. Its structure (SMILES) is [H]/N=C\N1C[C@@H]1C(=O)O. The value obtained for the largest force on an atom is 8.9 eV/A. Its lowest unoccupied orbital energy is -0.15 eV.

Entry 4:
DFT (ωB97M-V/def2-TZVPD) results for 4 unconnected molecules or ions with the total composition C32H72F4N2O8P2S4.

Each atom is followed by the atoms it is bonded to, with distances in Å.
CARTESIAN COORDINATES (ANGSTROEM)
1 C -0.274 -3.175 -6.940  C2 1.540, H18 1.090, H19 1.095, H20 1.089
2 C -1.294 -2.023 -6.867  C1 1.540, C3 1.535, H21 1.092, H22 1.095
3 C -1.759 -1.633 -5.457  C2 1.535, C4 1.524, H23 1.095, H24 1.089
4 C -0.627 -0.943 -4.704  C3 1.524, P5 1.855, H25 1.088, H26 1.092
5 P -1.130 -0.078 -3.143  C4 1.855, C6 1.780, C10 1.855, C14 1.828
6 C -1.861 -1.398 -2.198  P5 1.780, C7 1.534, H27 1.097, H28 1.093
7 C -0.886 -2.470 -1.696  C6 1.534, C8 1.537, H29 1.092, H30 1.093
8 C -1.670 -3.671 -1.143  C7 1.537, C9 1.518, H31 1.094, H32 1.095
9 C -2.523 -3.364 0.074  C8 1.518, H33 1.086, H34 1.095, H35 1.093
10 C 0.453 0.543 -2.404  P5 1.855, C11 1.533, H36 1.098, H37 1.091
11 C 1.224 1.735 -2.982  C10 1.533, C12 1.523, H38 1.095, H39 1.087
12 C 1.874 1.456 -4.332  C11 1.523, C13 1.535, H40 1.092, H41 1.095
13 C 2.980 2.477 -4.634  C12 1.535, H42 1.092, H43 1.091, H44 1.093
14 C -2.391 1.177 -3.564  P5 1.828, C15 1.546, H45 1.095, H46 1.098
15 C -1.955 2.535 -4.163  C14 1.546, C16 1.498, H47 1.098, H48 1.092
16 C -3.024 3.335 -4.841  C15 1.498, C17 1.513, H49 1.097, H50 1.092
17 C -4.129 3.833 -3.934  C16 1.513, H51 1.089, H52 1.094, H53 1.098
18 H 0.186 -3.339 -7.914  C1 1.090
19 H -0.798 -4.128 -6.809  C1 1.095
20 H 0.489 -3.119 -6.165  C1 1.089
21 H -2.183 -2.260 -7.455  C2 1.092
22 H -0.897 -1.138 -7.375  C2 1.095
23 H -1.946 -2.617 -5.015  C3 1.095
24 H -2.709 -1.102 -5.515  C3 1.089
25 H 0.009 -0.264 -5.269  C4 1.088
26 H -0.007 -1.797 -4.420  C4 1.092
27 H -2.675 -1.799 -2.815  C6 1.097
28 H -2.456 -1.045 -1.352  C6 1.093
29 H -0.255 -1.997 -0.940  C7 1.092
30 H -0.219 -2.876 -2.461  C7 1.093
31 H -0.948 -4.472 -0.958  C8 1.094
32 H -2.313 -4.053 -1.943  C8 1.095
33 H -1.912 -2.994 0.893  C9 1.086
34 H -3.062 -4.260 0.402  C9 1.095
35 H -3.412 -2.774 -0.162  C9 1.093
36 H 1.045 -0.382 -2.440  C10 1.098
37 H 0.267 0.684 -1.339  C10 1.091
38 H 2.066 1.835 -2.289  C11 1.095
39 H 0.605 2.620 -2.863  C11 1.087
40 H 1.177 1.389 -5.169  C12 1.092
41 H 2.384 0.488 -4.370  C12 1.095
42 H 3.418 2.282 -5.616  C13 1.092
43 H 3.795 2.502 -3.909  C13 1.091
44 H 2.627 3.509 -4.699  C13 1.093
45 H -3.059 1.334 -2.712  C14 1.095
46 H -3.069 0.635 -4.237  C14 1.098
47 H -1.142 2.292 -4.860  C15 1.098
48 H -1.448 3.059 -3.350  C15 1.092
49 H -3.545 2.800 -5.645  C16 1.097
50 H -2.579 4.215 -5.309  C16 1.092
51 H -4.834 3.131 -3.490  C17 1.089
52 H -4.748 4.599 -4.408  C17 1.094
53 H -3.658 4.411 -3.129  C17 1.098
54 C 5.678 1.876 -0.185  C55 1.543, H71 1.092, H72 1.093, H73 1.094
55 C 4.493 2.534 0.553  C54 1.543, C56 1.521, H74 1.094, H75 1.090
56 C 3.369 1.554 0.847  C55 1.521, C57 1.550, H76 1.096, H77 1.093
57 C 2.434 2.041 1.983  C56 1.550, P58 1.792, H78 1.094, H79 1.093
58 P 1.698 0.718 2.943  C57 1.792, C59 1.809, C63 1.823, C67 1.829
59 C 0.141 1.142 3.760  P58 1.809, C60 1.527, H80 1.093, H81 1.098
60 C 0.110 2.488 4.480  C59 1.527, C61 1.548, H82 1.090, H83 1.091
61 C 0.412 2.403 5.995  C60 1.548, C62 1.529, H84 1.093, H85 1.098
62 C -0.652 1.660 6.804  C61 1.529, H86 1.098, H87 1.094, H88 1.090
63 C 1.274 -0.655 1.822  P58 1.823, C64 1.546, H89 1.091, H90 1.095
64 C 1.119 -1.995 2.576  C63 1.546, C65 1.519, H91 1.090, H92 1.096
65 C 0.969 -3.177 1.633  C64 1.519, C66 1.517, H93 1.093, H94 1.094
66 C 0.339 -4.384 2.302  C65 1.517, H95 1.087, H96 1.096, H97 1.096
67 C 2.913 0.200 4.209  P58 1.829, C68 1.530, H98 1.089, H99 1.099
68 C 4.384 -0.003 3.838  C67 1.530, C69 1.525, H100 1.093, H101 1.095
69 C 5.185 -0.312 5.097  C68 1.525, C70 1.509, H102 1.100, H103 1.095
70 C 6.639 -0.653 4.881  C69 1.509, H104 1.092, H105 1.091, H106 1.090
71 H 6.556 2.224 0.364  C54 1.092
72 H 5.928 2.079 -1.229  C54 1.093
73 H 5.688 0.783 -0.200  C54 1.094
74 H 4.124 3.399 -0.006  C55 1.094
75 H 4.904 2.958 1.470  C55 1.090
76 H 3.891 0.612 1.052  C56 1.096
77 H 2.767 1.285 -0.024  C56 1.093
78 H 1.637 2.672 1.579  C57 1.094
79 H 3.015 2.671 2.661  C57 1.093
80 H -0.193 0.241 4.280  C59 1.093
81 H -0.551 1.188 2.908  C59 1.098
82 H -0.877 2.951 4.489  C60 1.090
83 H 0.778 3.212 4.013  C60 1.091
84 H 0.643 3.385 6.416  C61 1.093
85 H 1.377 1.929 6.222  C61 1.098
86 H -1.308 2.275 7.433  C62 1.098
87 H -0.204 1.090 7.624  C62 1.094
88 H -1.377 1.034 6.284  C62 1.090
89 H 2.099 -0.706 1.111  C63 1.091
90 H 0.373 -0.286 1.321  C63 1.095
91 H 0.314 -1.942 3.309  C64 1.090
92 H 2.055 -2.190 3.113  C64 1.096
93 H 1.884 -3.542 1.160  C65 1.093
94 H 0.349 -2.767 0.830  C65 1.094
95 H 0.383 -5.339 1.784  C66 1.087
96 H -0.716 -4.187 2.528  C66 1.096
97 H 0.709 -4.551 3.320  C66 1.096
98 H 2.536 -0.607 4.835  C67 1.089
99 H 2.924 1.112 4.823  C67 1.099
100 H 4.829 0.841 3.304  C68 1.093
101 H 4.500 -0.871 3.181  C68 1.095
102 H 4.729 -1.209 5.544  C69 1.100
103 H 4.995 0.382 5.923  C69 1.095
104 H 6.730 -1.401 4.090  C70 1.092
105 H 7.029 -1.140 5.775  C70 1.091
106 H 7.262 0.209 4.642  C70 1.090
107 N -1.766 1.105 -0.280  S108 1.526, S112 1.716
108 S -1.835 2.574 0.128  N107 1.526, O109 1.461, O110 1.443, F111 1.663, S112 2.388
109 O -1.087 3.073 1.281  S108 1.461
110 O -3.020 3.265 -0.319  S108 1.443
111 F -0.794 3.088 -1.063  S108 1.663
112 S -3.107 0.630 0.678  N107 1.716, S108 2.388, O113 1.438, O114 1.434, F115 1.596
113 O -4.082 -0.103 -0.084  S112 1.438
114 O -3.566 1.377 1.814  S112 1.434
115 F -2.269 -0.520 1.401  S112 1.596
116 N -6.888 -3.034 2.553  S117 1.540, S121 1.678
117 S -5.562 -3.291 3.292  N116 1.540, O118 1.451, O119 1.460, F120 1.607, S121 2.510
118 O -5.626 -2.965 4.705  S117 1.451
119 O -4.305 -3.145 2.564  S117 1.460
120 F -5.652 -4.894 3.217  S117 1.607
121 S -6.926 -1.359 2.451  N116 1.678, S117 2.510, O122 1.455, O123 1.443, F124 1.616
122 O -5.759 -0.511 2.639  S121 1.455
123 O -8.227 -0.811 2.753  S121 1.443
124 F -7.012 -1.413 0.839  S121 1.616

Its energy relative to the best compared isomer or geometry (same formula, charge and spin) is 38.7 kcal per mole. The gap between HOMO and LUMO comes out at 7.52 eV. The value obtained for the largest force on an atom is 7.3 eV/A. Its lowest unoccupied orbital energy is -0.39 eV.

| no. | HOMO energy (eV) | molecular weight (g mol⁻¹) |
| --- | --- | --- |
| 1 | -9.35 | 252.21 |
| 2 | -8.03 | 87.17 |
| 3 | -9.77 | 114.10 |
| 4 | -7.91 | 879.14 |